No. 1
This record from the OMol25 dataset describes a 7-piece molecular cluster, C16H47NO13 overall. The level of theory is ωB97M-V/def2-TZVPD.

Last column: Mulliken charge in e.
Element x y z (Å)
H1 4.324 -10.677 8.125  0.3649
H2 9.288 -10.461 0.218  0.3256
O1 5.146 -8.728 7.952  -0.4853
H3 3.035 -15.045 0.964  0.2441
H4 11.238 -13.791 3.679  0.2135
H5 2.770 -13.116 2.480  0.3575
H6 7.166 -9.884 5.571  0.3003
H7 12.757 -10.546 6.676  0.4185
H8 4.684 -4.948 5.844  0.3227
O2 3.166 -14.677 3.646  -0.5684
C1 14.429 -11.636 9.360  -0.5058
H9 6.549 -11.056 8.902  0.2181
O3 13.682 -8.506 9.144  -0.3254
H10 14.753 -8.950 7.459  0.3840
H11 4.079 -1.918 4.261  0.2738
O4 15.472 -12.932 11.085  -0.3347
H12 2.101 -1.523 4.031  0.3194
H13 4.865 -11.676 10.159  0.2949
O5 7.330 -11.020 0.645  -0.5061
H14 13.268 -12.347 7.614  0.2332
H15 9.322 -15.475 3.959  0.2226
H16 15.519 -7.694 8.964  0.3515
H17 12.217 -14.805 4.698  0.2634
H18 10.951 -15.077 2.152  0.3053
H19 9.152 -11.835 1.324  0.1231
C2 13.715 -9.031 7.782  -0.5109
C3 16.366 -13.991 11.426  -0.7573
C4 3.609 -13.801 2.605  -0.3209
H20 16.747 -13.912 12.444  0.2937
O6 7.937 -10.309 5.195  -0.6158
H21 4.387 -13.845 0.554  0.2638
H22 4.430 -13.144 2.892  0.2368
O7 8.637 -13.737 -0.176  -0.4868
H23 13.057 -8.364 7.224  0.3743
N1 13.838 -11.603 7.990  -0.3439
O8 4.848 -4.002 5.865  -0.4984
C5 8.808 -12.395 -0.660  -0.3883
H24 2.424 -14.323 4.141  0.3170
H25 14.524 -13.844 9.702  0.3781
H26 7.745 -13.991 0.068  0.2651
O9 2.331 -1.438 4.959  -0.5304
H27 14.541 -7.138 10.311  0.2516
H28 2.900 -4.150 5.421  0.3425
H29 7.801 -10.259 4.249  0.3137
C6 3.582 -1.958 5.231  -0.3632
H30 9.330 -13.609 5.260  0.2747
H31 4.547 -15.800 2.486  0.3163
O10 5.441 -11.047 10.600  -0.5113
H32 9.709 -12.298 -1.266  0.3531
H33 4.125 -9.415 9.480  0.2833
C7 5.931 -10.356 9.464  -0.3117
H34 10.058 -16.245 5.160  0.2536
C8 3.933 -14.517 1.282  -0.3440
C9 15.122 -12.933 9.718  -0.4651
C10 13.125 -10.349 7.682  -0.7582
H35 12.215 -10.404 8.279  0.3862
H36 15.159 -10.847 9.541  0.1506
C11 10.089 -15.256 4.703  -0.3110
H37 13.645 -11.391 10.077  0.3225
H38 5.303 -8.037 8.600  0.3126
O11 11.625 -15.411 2.748  -0.5424
O12 4.953 -15.423 1.702  -0.5021
C12 4.739 -9.841 8.687  -0.5209
H39 14.180 -6.427 8.829  0.2937
H40 15.950 -14.973 11.202  0.2703
C13 14.515 -7.376 9.248  -0.7625
C14 3.630 -3.429 5.791  -0.3379
O13 9.850 -14.296 5.684  -0.4518
C15 11.365 -14.819 4.018  -0.2344
C16 8.724 -11.368 0.438  -0.2383
H41 7.067 -10.621 -0.188  0.2821
H42 8.122 -12.065 -1.440  0.2739
H43 3.306 -3.270 6.819  0.2139
H44 17.318 -13.669 11.003  0.3197
H45 4.181 -1.309 5.869  0.2572
H46 15.974 -12.993 9.041  0.3353
H47 6.658 -9.680 9.915  0.3609

Values from the calculation:
Energy above the lowest of the compared OMol25 structures with the same formula, charge and spin   107.6 kcal per mole
Kohn-Sham gap   8.28 eV
LUMO level   0.0 eV
E   -1670.39215 Ha
SMILES   COCCNCCOC.OCCO.OCCO.OCCO.OCCO.OCCO.O

***

No. 2
This record from the OMol25 dataset describes a 2-piece molecular cluster, C2H8NO overall. The level of theory is ωB97M-V/def2-TZVPD.

Last column: natural (NBO) charge in e.
Element x y z (Å)
C1 -1.150 -0.871 0.914  -0.6054
H1 -1.987 -0.597 1.476  0.1784
N1 0.111 0.008 -1.157  -0.8910
H2 0.419 -0.979 -1.250  0.3218
H3 2.862 0.655 0.145  0.3961
H4 -2.014 -0.480 -1.075  0.1499
H5 -1.261 -2.064 0.689  0.1507
H6 -0.238 -0.593 1.271  0.2430
H7 -1.567 0.858 -0.107  0.1680
O1 2.095 1.042 0.555  -1.3388
C2 -1.255 -0.087 -0.417  -0.2163
H8 0.681 0.559 -0.466  0.4435

Values from the calculation:
Energy above the lowest of the compared OMol25 structures with the same formula, charge and spin   22.1 kcal per mole
Kohn-Sham gap   6.92 eV
LUMO level   4.3 eV
Net charge   -1
E   -210.94895 Ha

***

Among the records above, which one has the highest Kohn-Sham gap?
C16H47NO13

***

The highest Kohn-Sham gap belongs to which entry?
C16H47NO13

***

Which value of E does entry 2 give?
-210.94895 Ha